(1)
This record from the Open Molecules 2025 dataset describes the molecule C8H7NO. The level of theory is ωB97M-V/def2-TZVPD.

XYZ file:
```
17
Properties=species:S:1:pos:R:3:forces:R:3:lowdin_charge:R:1
C 0.91053 2.07809 -2.74390 -1.894 -4.092 8.465 0.18
C 0.63895 1.56604 -1.62380 1.988 1.335 -3.525 0.01
C 0.56815 0.93165 -0.28904 -2.590 2.827 0.179 -0.27
C 1.51821 -0.03348 0.27042 -0.123 0.962 1.016 -0.29
O 2.20799 -0.77638 -0.32006 1.477 -1.572 -1.360 0.12
N -0.35922 1.39353 0.52608 0.249 -0.920 -1.666 0.11
C -0.68190 0.60783 1.63438 1.426 -1.278 -0.058 -0.14
C -0.75460 -0.76337 1.64672 1.036 3.347 -0.624 -0.09
C -0.68218 -1.55964 0.45600 -1.248 -1.211 -0.231 -0.22
C -1.36221 -1.29634 -0.64858 -0.040 2.326 -1.264 0.02
H 1.02984 2.56342 -3.59512 0.477 1.798 -3.406 -0.02
H 1.53519 0.08854 1.36186 0.390 -0.148 0.137 0.13
H -0.61396 1.14079 2.55827 -0.529 0.318 0.541 0.11
H -0.63955 -1.17763 2.60411 -0.497 -0.873 1.091 0.10
H -0.20670 -2.52156 0.51049 -0.002 -0.458 0.345 0.11
H -1.63891 -0.20611 -0.93190 -0.298 -2.203 0.772 0.11
H -1.46962 -2.03539 -1.41593 0.178 -0.159 -0.414 0.05
```
Forces are in eV/Å.

Output
**E**: -438.8327 Eh
**LUMO energy**: -1.00 eV
**2S+1**: 1
**Frontier orbital gap**: 7.43 eV
**SMILES string**: C#C/C(C=O)=N/C=C\C=C

=====

(2)
This record from the Open Molecules 2025 dataset describes a structure of composition C21H33N3O7P2Sn. The level of theory is ωB97M-V/def2-TZVPD.

XYZ file:
```
67
Properties=species:S:1:pos:R:3:forces:R:3:lowdin_charge:R:1
P -1.69058 1.45583 -0.07478 0.637 -1.138 1.395 0.77
P 1.22947 -1.29323 -0.47038 -1.170 0.590 1.749 0.77
C -0.19323 1.19771 -1.11275 -0.208 0.586 -0.917 -0.44
C 0.26320 -0.20365 -1.57466 1.144 -0.350 -0.507 -0.45
H 0.66472 1.80534 -0.79055 -0.326 -0.062 0.138 0.10
H -0.59388 1.67497 -1.99847 1.075 -0.320 -0.089 -0.01
H -0.53517 -0.73238 -2.11660 0.338 -0.083 0.342 0.11
H 1.10775 -0.09025 -2.25569 -1.032 0.567 -0.318 0.00
C 2.78304 -0.52535 0.01878 1.022 -0.287 -0.709 -0.23
H 3.10078 -1.00795 0.95568 -0.158 0.186 -0.288 0.06
H 2.68220 0.55509 0.19901 -0.198 -0.390 -0.080 0.06
H 3.55328 -0.69108 -0.74743 0.086 0.225 0.252 0.05
C 1.27914 -3.00179 -1.00826 0.507 -0.331 -0.505 -0.22
H 1.73932 -3.08202 -2.00473 -0.126 -0.122 0.225 0.05
H 0.26400 -3.42908 -1.03456 0.296 0.315 0.187 0.07
H 1.88435 -3.56821 -0.28167 -0.281 0.198 -0.249 0.07
C -1.68948 3.15016 0.58396 -0.304 0.697 -0.638 -0.25
H -2.47200 3.19471 1.35891 0.313 -0.027 -0.278 0.05
H -1.89977 3.92062 -0.17337 0.102 -0.012 0.254 0.04
H -0.72090 3.36677 1.06142 -0.331 -0.223 -0.175 0.05
C -3.17035 1.05323 -1.06556 -0.182 0.554 -0.371 -0.24
H -3.13120 0.01381 -1.42072 0.144 0.248 0.231 0.05
H -3.34125 1.70778 -1.92991 -0.017 -0.120 0.170 0.02
H -4.03877 1.14597 -0.39655 0.272 -0.072 -0.157 0.05
Sn -0.56067 -0.72383 1.16472 -2.666 -2.559 3.871 1.14
C 1.09426 0.25012 -4.38434 1.274 0.305 -0.404 -0.12
C 2.06505 0.94708 -3.75329 -0.108 -0.595 -1.570 -0.13
C 2.39513 2.36321 -4.12682 0.361 0.463 0.092 -0.18
C 1.17958 3.31268 -4.33768 0.519 0.339 -0.155 -0.18
C -0.04039 3.01938 -3.51156 -1.206 0.092 -0.827 -0.11
C -1.05886 2.22752 -3.92474 0.702 1.643 -0.431 -0.12
C -1.01535 1.50368 -5.23644 -0.289 -0.371 -0.415 -0.17
C 0.32607 0.78680 -5.56347 -0.341 -0.061 -0.484 -0.18
C -2.06581 -0.10607 2.61537 0.140 -0.360 0.842 -0.27
H 0.90990 -0.81127 -4.18805 0.153 0.387 0.236 0.11
H 2.79534 0.48328 -3.07182 -0.669 0.028 -0.083 0.11
H 3.00762 2.39553 -5.05304 -0.253 -0.124 0.418 0.12
H 3.04398 2.78388 -3.34477 -0.177 -0.090 -0.149 0.11
H 1.52623 4.32974 -4.07533 -0.194 -0.392 -0.182 0.12
H 0.94888 3.34153 -5.41339 -0.165 0.022 0.435 0.10
H -0.10214 3.60458 -2.58898 -0.185 -0.351 -0.155 0.11
H -2.03123 2.20206 -3.41558 0.662 -0.043 0.109 0.09
H -1.23885 2.19385 -6.07736 0.056 -0.233 0.433 0.13
H -1.82813 0.76287 -5.25356 0.194 0.148 0.035 0.11
H 0.07678 -0.06749 -6.21991 0.175 0.360 0.230 0.12
H 0.93679 1.46704 -6.17673 -0.001 -0.351 0.332 0.10
H -2.36626 -1.03920 3.10635 0.013 0.251 0.122 0.00
H -2.93857 0.38008 2.17324 0.232 -0.096 -0.127 -0.02
H -1.57084 0.55408 3.34040 -0.226 -0.089 -0.097 0.00
O -0.37016 -3.12617 8.69909 -0.322 -0.839 -1.807 0.04
N -0.63171 -3.71000 7.62628 -0.709 -1.339 2.037 -0.33
O -1.25507 -4.79479 7.58661 1.124 1.888 -0.146 0.05
C -0.22549 -3.10322 6.39107 0.718 1.089 -1.205 -0.15
C 0.43101 -1.85970 6.44723 -0.290 0.077 0.169 0.07
C 0.66201 -1.16271 5.26526 -0.507 -0.714 -0.545 -0.07
C 0.37643 -1.72713 3.98895 -0.673 0.592 -0.428 -0.28
O 0.72329 -1.05754 2.92767 0.225 -0.382 -0.884 -0.23
C -0.32516 -2.99273 3.95087 0.052 -0.470 0.142 -0.07
C -0.55761 -3.68832 5.15132 -0.059 0.307 0.138 0.09
N -0.75841 -3.61518 2.73005 1.348 1.954 1.898 -0.38
O -0.95434 -4.82468 2.68917 -0.429 -1.627 -0.095 -0.02
O -1.00872 -2.87677 1.67021 -0.058 0.858 -1.373 -0.27
N 1.10735 0.23965 5.29418 0.619 0.945 0.558 -0.30
O 1.89407 0.56021 6.21014 -1.341 -0.393 -1.616 0.05
O 0.65276 1.03017 4.44855 0.839 -1.082 1.652 0.04
H 0.70887 -1.40041 7.39322 -0.219 -0.193 -0.178 0.13
H -1.03229 -4.66878 5.12582 0.077 0.376 -0.059 0.13
```
Forces are in eV/Å.

Output
**E**: -2407.4178 Eh
**LUMO energy (alpha / beta)**: -0.65 / -0.62 eV
**2S+1**: 1
**Frontier orbital gap (alpha / beta)**: 5.46 / 5.01 eV

=====

(3)
This record from the Open Molecules 2025 dataset describes a cluster of 2 separate species, C3H6O2S in total. The level of theory is ωB97M-V/def2-TZVPD.

XYZ file:
```
12
Properties=species:S:1:pos:R:3:forces:R:3:lowdin_charge:R:1
C -0.34262 -0.36903 0.52834 0.239 1.222 0.143 -0.33
C 1.39054 -2.44724 -1.05253 0.330 1.871 -2.533 0.11
C -1.16077 1.83559 -0.08048 1.190 0.280 -2.808 -0.03
O -0.18381 1.16039 2.59568 0.028 0.563 0.738 -0.62
O -1.16296 0.37831 -0.17368 -0.223 -1.603 1.645 -0.17
S 0.48712 -0.01383 1.99254 -1.179 -0.638 -2.096 0.85
H 0.48163 -2.45957 -1.58243 -1.174 -0.582 -0.007 -0.03
H 2.11192 -1.83971 -1.57383 0.449 -0.029 0.174 -0.01
H 1.57436 -2.73558 -0.09895 0.211 -1.077 2.552 -0.05
H -0.24850 1.96609 -0.65496 0.503 1.040 0.290 0.09
H -1.04077 2.24697 0.90179 -0.480 -0.146 0.495 0.06
H -1.90616 2.27762 -0.80148 0.106 -0.903 1.408 0.12
```
Forces are in eV/Å.

Output
**E**: -666.3303 Eh
**LUMO energy (alpha / beta)**: -1.60 / -0.14 eV
**2S+1**: 1
**Frontier orbital gap (alpha / beta)**: 7.06 / 8.67 eV

=====

(4)
This record from the Open Molecules 2025 dataset describes the molecule C3H4N2S. The level of theory is ωB97M-V/def2-TZVPD.

XYZ file:
```
10
Properties=species:S:1:pos:R:3:forces:R:3:lowdin_charge:R:1
N -3.18732 0.11268 -0.20344 0.059 -0.417 0.121 0.16
C -2.13389 -0.31851 -0.04719 -0.584 0.918 -0.282 -0.23
C -0.72161 -0.59769 0.08712 0.352 -1.156 0.450 -0.18
C 0.08357 0.65193 0.08805 0.889 1.654 -0.281 -0.31
N 1.31298 0.92204 -0.06495 1.231 -1.847 0.369 -0.34
S 2.46896 -0.38925 -0.09813 -0.612 0.452 -0.143 0.69
H -0.58582 -1.21794 0.98926 0.233 0.304 -0.137 0.14
H -0.41320 -1.22843 -0.74381 0.136 -0.131 -0.176 0.12
H -0.34098 1.62756 0.15566 -1.717 0.258 0.120 0.11
H 3.51731 0.43761 -0.16257 0.012 -0.036 -0.042 -0.16
```
Forces are in eV/Å.

Output
**E**: -624.3557 Eh
**LUMO energy**: 0.63 eV
**2S+1**: 1
**Frontier orbital gap**: 10.20 eV
**SMILES string**: N#CC/C=N\S

=====

(5)
This record from the Open Molecules 2025 dataset describes the molecule C6H6F4N2. The level of theory is ωB97M-V/def2-TZVPD.

XYZ file:
```
18
Properties=species:S:1:pos:R:3:forces:R:3:lowdin_charge:R:1
C -1.14878 1.71056 -0.65472 -4.438 1.182 3.709 0.02
C 0.05562 1.66198 0.17325 1.871 1.108 -0.785 -0.43
F 0.74361 2.87818 -0.06581 -0.258 -1.455 0.657 0.05
F -0.13045 1.55024 1.52992 0.198 -0.053 -1.438 0.11
C 0.99946 0.49453 -0.37857 0.781 0.224 1.105 -0.47
F 2.23170 0.65985 0.09219 0.885 0.545 0.904 0.15
F 1.15222 0.55167 -1.71684 -0.935 0.138 -0.018 0.14
N 0.58757 -0.80926 0.00965 -1.129 -0.187 -2.402 0.02
C 0.67411 -1.44964 1.20604 0.542 -0.045 1.273 -0.06
C -0.11849 -2.56187 1.07141 0.400 -0.910 2.722 -0.15
N -0.66187 -2.60906 -0.16565 -0.890 -2.088 0.664 0.06
C -0.22972 -1.60257 -0.79296 -0.048 1.651 -1.318 -0.17
H -1.72031 2.68567 -0.56971 1.334 -0.511 -0.014 0.12
H -1.96599 1.10879 -0.11565 1.317 -0.190 -1.480 0.14
H -0.94875 1.57604 -1.65563 0.172 -0.886 -2.046 0.07
H 1.37207 -1.06815 1.97251 -0.853 -0.418 -0.448 0.14
H -0.33210 -3.33969 1.88188 0.426 1.266 -1.513 0.13
H -0.55992 -1.43727 -1.82129 0.625 0.629 0.428 0.14
```
Forces are in eV/Å.

Output
**E**: -741.1929 Eh
**LUMO energy**: 0.82 eV
**2S+1**: 1
**Frontier orbital gap**: 10.17 eV
**SMILES string**: CC(F)(F)C(F)(F)n1ccnc1

=====

> Look up the 2S+1 of the first one.

1